{
  "formula": "C4H2O2",
  "method": "ωB97M-V/def2-TZVPD",
  "homo_energy_ha": -0.4045,
  "homo_lumo_gap_ev": 9.78,
  "relative_energy_kcal_mol": 9.3,
  "total_energy_ha": -303.9950,
  "lumo_energy_ev": -1.2,
  "smiles": "O=CC#CC=O",
  "species": ["O", "C", "C", "C", "C", "O", "H", "H"],
  "positions_angstrom": [[-2.9958, 0.1876, 0.2862], [-1.9615, -0.4188, 0.4055], [-0.6468, 0.0693, -0.0008], [0.5155, 0.3057, -0.2288], [1.9604, 0.4162, -0.4072], [2.7109, -0.3066, 0.2055], [-1.9139, -1.4243, 0.8586], [2.3313, 1.1710, -1.1190]],
  "mulliken_charge": [-0.406, -0.313, 0.524, 0.291, -0.276, -0.386, 0.287, 0.280]
}